[1]
C48H49BrCaN6O9P4S | the ωB97M-V functional and the def2-TZVPD basis

## Properties
* molecular weight: 1129.90 g mol⁻¹
* Kohn-Sham gap: 7.77 eV

```
! wB97M-V def2-TZVPD RIJCOSX def2/J DEFGRID3
* xyz 0 1
Ca 1.1224 -0.5555 0.1334
O -1.3305 -1.3517 -2.0461
N -1.3951 -1.6019 -0.6680
C -1.9688 -2.7209 -0.4776
C -2.3552 -3.3394 0.8001
C -3.4129 -4.2503 0.6696
C -3.9647 -4.8784 1.7665
C -3.4480 -4.6126 3.0272
C -2.3850 -3.7385 3.1596
C -1.8136 -3.0860 2.0654
P -0.2496 -2.0992 2.3461
C 0.7147 -3.5909 2.7791
C 1.1769 -4.3160 1.6824
C 1.8973 -5.4875 1.8573
C 2.1704 -5.9473 3.1364
C 1.7122 -5.2320 4.2353
C 0.9842 -4.0629 4.0597
C -0.8057 -1.2022 3.8426
C -2.0440 -0.5610 3.7602
C -2.5164 0.2198 4.8040
C -1.7622 0.3606 5.9603
C -0.5280 -0.2657 6.0492
C -0.0424 -1.0271 4.9941
H -1.2686 -0.3746 -2.1119
H -2.3154 -3.2470 -1.3679
H -3.8093 -4.4539 -0.3183
H -4.7848 -5.5725 1.6405
H -3.8599 -5.0984 3.9023
H -1.9713 -3.5618 4.1450
H 1.0124 -3.9451 0.6758
H 2.2720 -6.0187 0.9926
H 2.7475 -6.8516 3.2785
H 1.9222 -5.5839 5.2376
H 0.6260 -3.5293 4.9293
H -2.6504 -0.6741 2.8680
H -3.4773 0.7115 4.7156
H -2.1295 0.9621 6.7817
H 0.0752 -0.1482 6.9410
H 0.9547 -1.4402 5.0507
O 4.1177 -0.3853 -1.8324
P 4.0147 -1.7163 -0.8965
O 4.9333 -2.7605 -1.3577
O 2.5202 -1.9459 -0.7814
O 4.5147 -1.0524 0.5114
P 4.0711 -1.2221 2.0758
O 3.8002 -2.8249 2.0380
O 2.5490 -0.6114 1.8645
O 1.8954 -0.9839 3.1208
H 5.0170 -0.2977 -2.1698
H 3.3829 -3.1238 2.8582
C -0.5384 4.7392 -3.2837
N -1.4011 5.1481 -2.1938
C -1.4222 4.4431 -1.0191
N -2.4065 4.8389 -0.1388
O -0.6422 3.5405 -0.7603
H -0.1260 5.6154 -3.7842
H -1.0591 4.1087 -4.0067
H 0.2782 4.1641 -2.8583
H -2.2597 5.6109 -2.4409
H -2.7173 5.7952 -0.1918
H -2.2711 4.4924 0.7999
Br 3.2367 1.8027 -6.0771
C 2.3171 1.2036 -4.5392
C 1.9482 2.1085 -3.5655
C 1.2858 1.6209 -2.4504
N 1.0065 0.3271 -2.2766
C 1.3785 -0.5287 -3.2330
C 2.0244 -0.1393 -4.3902
H 2.1734 3.1613 -3.6534
H 0.9411 2.3026 -1.6825
H 1.1606 -1.5723 -3.0529
H 2.3146 -0.8684 -5.1319
C 3.9531 2.0359 5.4006
C 2.6340 1.6059 5.3732
C 1.8948 1.7036 4.2078
C 2.4575 2.2481 3.0555
C 3.7764 2.6887 3.0918
C 4.5222 2.5759 4.2583
P 1.3535 2.3510 1.5932
C 2.3605 3.3020 0.4044
C 2.0546 4.5699 -0.0792
C 2.8461 5.1576 -1.0582
C 3.9506 4.4864 -1.5639
C 4.2545 3.2143 -1.0983
C 3.4600 2.6235 -0.1295
C 0.0914 3.4619 2.3062
C 0.3776 4.7313 2.8033
C -0.6003 5.4665 3.4563
C -1.8633 4.9230 3.6577
C -2.1475 3.6453 3.1957
C -1.1775 2.9257 2.5086
H 4.5363 1.9463 6.3082
H 2.1819 1.1760 6.2583
H 0.8732 1.3450 4.1921
H 4.2354 3.1254 2.2156
H 5.5505 2.9134 4.2691
H 1.1820 5.0916 0.2887
H 2.5955 6.1447 -1.4267
H 4.5674 4.9490 -2.3239
H 5.1013 2.6717 -1.4976
H 3.7062 1.6208 0.2110
H 1.3775 5.1358 2.7009
H -0.3690 6.4540 3.8344
H -2.6174 5.4884 4.1905
H -3.1219 3.2056 3.3690
H -1.4013 1.9328 2.1358
C -5.5002 2.4098 -3.1941
N -4.9616 1.1123 -3.5434
C -5.6835 0.0757 -4.1157
C -4.8588 -0.9818 -4.2100
N -3.6387 -0.5769 -3.7039
C -3.6918 0.7079 -3.2708
S -2.4679 1.5909 -2.5298
H -6.0522 2.8193 -4.0385
H -4.6672 3.0608 -2.9420
H -6.1586 2.3297 -2.3290
H -6.7088 0.1937 -4.4143
H -5.0251 -1.9687 -4.5993
H -2.8456 -1.1681 -3.5014
*
```

=====

[2]
C48H49F9GeO3P2SZn | the ωB97M-V functional and the def2-TZVPD basis

## Properties
* molecular weight: 1076.91 g mol⁻¹
* Kohn-Sham gap: 8.63 eV

```
! wB97M-V def2-TZVPD RIJCOSX def2/J DEFGRID3
* xyz 2 1
Zn 0.1174 -0.4873 0.2740
O 0.3076 -3.5155 3.8768
S -0.2632 -2.6067 2.8808
C -1.8654 -3.2694 2.2957
C -2.6956 -3.9660 3.1647
C -3.6715 -4.7869 2.6416
C -3.7687 -4.9022 1.2808
C -2.9829 -4.1680 0.3731
C -1.9899 -3.3561 0.9301
P -0.7521 -2.6371 -0.2645
C 0.6528 -3.7923 -0.2964
C 1.6657 -3.6749 -1.2277
C 2.7594 -4.5514 -1.1518
C 2.8575 -5.5026 -0.1456
C 1.8144 -5.6571 0.7682
C 0.7178 -4.8091 0.6526
C -1.5694 -2.7763 -1.8771
C -1.3072 -3.8468 -2.7431
C -2.0274 -4.0017 -3.9008
C -3.0254 -3.0411 -4.2060
C -3.2997 -1.9764 -3.3363
C -2.5752 -1.8862 -2.1692
C -0.7370 -1.0982 3.7502
C -1.7390 -1.0691 4.7132
C -1.9047 0.0985 5.4690
C -1.1500 1.2202 5.1704
C -0.1538 1.1953 4.2033
C 0.1019 0.0149 3.5148
P 1.3988 -0.0811 2.2423
C 2.6201 -1.3108 2.7830
C 2.8274 -1.4250 4.1746
C 3.6944 -2.4021 4.6410
C 4.2893 -3.2727 3.7300
C 4.1192 -3.1610 2.3564
C 3.3168 -2.1387 1.8825
C 2.1311 1.5917 2.3331
C 1.5445 2.6476 1.6245
C 1.9960 3.9424 1.7150
C 3.0642 4.2246 2.5444
C 3.7740 3.1808 3.1633
C 3.2849 1.8612 3.0799
H -2.4544 -3.9045 4.1955
H -4.2301 -5.4039 3.3032
H -4.5155 -5.6205 0.8928
H -3.1491 -4.2301 -0.6971
H 1.6155 -2.9712 -2.0644
H 3.5408 -4.5291 -1.8926
H 3.7616 -6.1103 -0.0639
H 1.8608 -6.4114 1.5534
H -0.0922 -4.9585 1.3691
H -0.5241 -4.5460 -2.5170
H -1.9417 -4.8450 -4.6113
H -3.5793 -3.1356 -5.0979
H -4.1287 -1.2887 -3.4464
H -2.7171 -1.0806 -1.4577
H -2.2832 -1.9382 4.9053
H -2.6225 0.0728 6.2991
H -1.2943 2.1676 5.7396
H 0.5091 2.0039 4.0574
H 2.3433 -0.7313 4.8132
H 3.7888 -2.5538 5.7280
H 4.8096 -4.1445 4.1165
H 4.6222 -3.8344 1.7197
H 3.1766 -2.0381 0.8133
H 0.7029 2.4262 1.0332
H 1.5167 4.8064 1.2102
H 3.4306 5.2458 2.6769
H 4.6328 3.3952 3.7616
H 3.8576 1.0715 3.5200
O -1.6948 0.5005 1.1782
H -2.5471 0.8611 0.8631
H -1.5562 0.7340 2.1149
C 0.6714 6.6929 -1.2642
C -0.8369 6.5059 -1.0674
C -1.3389 5.1609 -1.5543
C -0.7641 3.9442 -0.7891
Ge -0.7519 2.3809 -2.0134
C -2.5319 1.5970 -2.1033
C -3.2796 2.6397 -3.0162
C -3.0253 2.2910 -4.4580
C -3.6079 3.3930 -5.3959
H 1.0451 7.5897 -0.8157
H 0.8639 6.7868 -2.3075
H 1.2853 5.8206 -0.8846
H -1.3353 7.3104 -1.6225
H -1.1280 6.6834 -0.0090
H -1.1515 5.0347 -2.6227
H -2.4177 5.1785 -1.5427
H -1.3366 3.6784 0.0806
H 0.2764 4.0958 -0.4757
H -0.3143 2.7917 -3.4254
H -2.9435 1.4706 -1.0794
H -2.5935 0.6378 -2.5991
H -2.9657 3.6713 -2.8362
H -4.3409 2.5293 -2.8585
H -3.4570 1.3317 -4.7500
H -1.9355 2.1914 -4.6203
H -4.6862 3.6226 -5.2931
H -3.5103 3.1479 -6.4317
H -3.0222 4.3218 -5.3638
F 1.8941 3.2711 -3.1610
C 2.6876 2.4440 -2.4350
F 3.8027 2.2192 -3.0652
F 2.9842 3.0637 -1.3129
C 1.8922 1.0935 -2.1682
O 0.7046 1.1525 -1.5046
C 2.9076 0.1766 -1.3804
F 4.0485 -0.0854 -1.9504
F 2.2812 -0.9863 -1.1709
F 3.1705 0.6935 -0.1648
C 1.6583 0.3455 -3.5621
F 1.3048 1.1965 -4.5212
F 0.6457 -0.5482 -3.3616
F 2.7353 -0.3531 -4.0492
*
```

=====

Respective relative energy (zero: lowest compared OMol25 entry of this formula, charge and spin) values: 180.2 0.0 kcal per mole.
Respective E_HOMO values: -7.59 -13.82 eV.
Respective largest force on an atom values: 0.836 2.613 eV/A.